90
Properties=species:S:1:pos:R:3 method="wB97M-V/def2-TZVPD" total_charge=0 homo_ev=-7.932 gap_ev=7.55 lumo_energy_ha=-0.0139
Sn 2.02 0.17 0.67
N -1.29 -3.56 1.98
C -2.57 -3.12 2.31
C -3.55 -4.04 2.67
C -4.81 -3.61 3.04
C -5.11 -2.25 3.09
C -4.14 -1.33 2.74
C -2.88 -1.77 2.34
S -1.59 -0.58 2.07
N -0.30 -1.42 1.77
C -0.44 -2.72 1.22
C 0.90 -3.39 0.93
C 1.03 -4.77 0.85
C 2.23 -5.32 0.45
C 3.28 -4.47 0.11
C 3.07 -3.11 0.22
N 1.92 -2.58 0.64
H -1.24 -4.54 1.77
H -3.32 -5.10 2.64
H -5.56 -4.34 3.31
H -6.09 -1.91 3.39
H -4.35 -0.27 2.77
H 0.21 -5.44 1.07
H 2.35 -6.39 0.38
H 4.23 -4.86 -0.23
H 3.84 -2.40 -0.05
O -1.14 -2.61 -0.12
C -0.91 -1.56 -0.91
O 0.12 -0.94 -0.97
C -2.19 -1.24 -1.62
C -2.56 -1.84 -2.81
C -3.81 -1.55 -3.36
C -4.67 -0.69 -2.70
C -4.30 -0.10 -1.50
C -3.05 -0.37 -0.96
S -2.52 0.59 0.43
H -1.88 -2.52 -3.31
H -4.10 -2.01 -4.29
H -5.64 -0.47 -3.13
H -4.97 0.58 -0.99
C -2.01 6.94 -1.36
C -1.35 5.89 -0.52
C -1.40 5.94 0.87
C -0.77 4.98 1.65
C -0.09 3.95 1.03
C -0.04 3.87 -0.36
C -0.66 4.83 -1.12
S 0.68 2.69 2.00
O 2.06 2.57 1.52
O 0.51 3.04 3.38
O -0.01 1.43 1.61
H -2.59 7.63 -0.75
H -2.67 6.49 -2.11
H -1.26 7.52 -1.90
H -1.93 6.75 1.35
H -0.81 5.01 2.73
H 0.50 3.06 -0.83
H -0.61 4.78 -2.20
O 4.68 0.02 -2.70
C 3.58 0.37 -2.31
O 3.18 0.26 -1.07
C 2.59 0.96 -3.28
C 1.31 1.33 -2.90
C 0.37 1.81 -3.82
C 0.79 1.91 -5.12
O 0.07 2.32 -6.21
C 0.96 2.25 -7.32
O 2.21 1.75 -6.86
C 2.07 1.56 -5.51
C 2.99 1.08 -4.62
H 1.02 1.22 -1.87
H -0.64 2.07 -3.52
H 1.09 3.24 -7.75
H 0.55 1.56 -8.07
H 3.99 0.79 -4.91
C 5.02 -0.97 2.45
C 4.05 -1.59 3.42
O 2.85 -0.83 3.44
C 1.98 -1.18 4.51
C 1.02 -0.05 4.76
H 5.96 -1.53 2.44
H 5.24 0.06 2.74
H 4.63 -0.96 1.43
H 4.48 -1.59 4.43
H 3.83 -2.63 3.15
H 2.59 -1.37 5.41
H 1.45 -2.11 4.26
H 1.55 0.87 5.03
H 0.34 -0.31 5.58
H 0.43 0.17 3.87


80
Properties=species:S:1:pos:R:3 method="wB97M-V/def2-TZVPD" spin_multiplicity=2 total_charge=+1 s2=0.7688 homo_ev="-9.005 / -8.208" gap_ev="6.63 / 5.76" lumo_energy_ha="-0.0873 / -0.0899"
V 0.25 -0.95 0.72
C 1.31 -5.27 1.36
C 0.81 -3.98 1.62
N 0.56 -3.10 0.69
C 0.76 -3.47 -0.62
C 1.30 -4.72 -0.97
C 1.57 -5.63 0.07
C 1.51 -5.02 -2.34
C 1.19 -4.09 -3.29
C 0.62 -2.85 -2.94
C 0.38 -2.52 -1.63
N -0.24 -1.36 -1.15
C -1.58 -1.14 -1.47
C -2.14 -1.10 -2.73
C -3.53 -0.96 -2.91
C -4.38 -0.85 -1.85
C -3.85 -0.86 -0.54
C -4.66 -0.75 0.62
C -4.08 -0.77 1.85
C -2.68 -0.89 1.94
N -1.89 -0.98 0.90
C -2.46 -0.99 -0.35
H 1.48 -5.95 2.19
H 0.61 -3.69 2.65
H 1.98 -6.60 -0.16
H 1.93 -5.98 -2.61
H 1.36 -4.31 -4.34
H 0.38 -2.14 -3.72
H -1.50 -1.19 -3.60
H -3.92 -0.93 -3.92
H -5.45 -0.74 -1.99
H -5.74 -0.65 0.51
H -4.67 -0.70 2.76
H -2.21 -0.89 2.92
N 2.49 -1.02 0.43
C 3.13 -1.19 1.74
C 2.42 -0.31 2.76
N 0.99 -0.69 2.84
H 2.75 -1.80 -0.18
H 2.84 -0.18 -0.02
H 4.20 -0.94 1.72
H 3.04 -2.23 2.04
H 2.46 0.74 2.44
H 2.91 -0.38 3.73
H 0.50 0.01 3.38
H 0.91 -1.56 3.36
C -3.14 3.29 -2.43
C -1.83 3.43 -2.83
C -0.79 2.92 -2.06
C -1.07 2.25 -0.87
C -2.40 2.13 -0.46
C -3.43 2.64 -1.23
P 0.18 1.54 0.26
C 1.78 1.88 -0.57
C 1.97 1.32 -1.83
C 3.21 1.35 -2.44
C 4.29 1.94 -1.79
C 4.12 2.48 -0.53
C 2.87 2.45 0.08
C 0.06 2.73 1.64
C 0.47 4.06 1.54
C 0.26 4.94 2.59
C -0.39 4.51 3.74
C -0.85 3.20 3.83
C -0.62 2.32 2.78
H -3.95 3.68 -3.04
H -1.60 3.95 -3.76
H 0.23 3.06 -2.39
H -2.63 1.64 0.48
H -4.45 2.54 -0.90
H 1.14 0.82 -2.33
H 3.34 0.92 -3.42
H 5.27 1.96 -2.26
H 4.96 2.93 -0.01
H 2.75 2.88 1.07
H 0.95 4.41 0.64
H 0.59 5.96 2.51
H -0.56 5.20 4.56
H -1.38 2.88 4.71
H -1.03 1.32 2.83


E / hartree: -3794.60384; -3028.10393
Relative energy (zero: lowest compared OMol25 entry of this formula, charge and spin) / kJ/mol: 51.2; 5.8